Record 1
The following is a DFT calculation (wB97M-V/def2-TZVPD) of the molecule C5H8O3 in a non-equilibrium geometry.

As for the SMILES: C/C(O)=C(\O)CC=O. The calculation puts the maximum force at 4.03 eV/A. The HOMO energy comes out at -8.231 eV.

Last column: Löwdin charge in e.
CARTESIAN COORDINATES (ANGSTROEM)
C  0.490  0.645  1.835  -0.02
C  0.565  0.195  0.401  -0.35
O  1.729  0.608  -0.218  0.02
C  -0.096  -0.955  -0.059  -0.30
O  -1.028  -1.574  0.709  0.08
C  -0.370  -1.017  -1.484  -0.02
C  -0.753  0.630  -1.374  -0.23
O  -0.090  1.436  -2.029  -0.03
H  0.828  1.682  1.903  0.09
H  -0.524  0.585  2.242  0.08
H  1.152  0.051  2.473  0.09
H  1.477  1.012  -1.080  0.09
H  -0.899  -1.340  1.641  0.11
H  -1.195  -1.664  -1.771  0.12
H  0.515  -1.046  -2.113  0.12
H  -1.802  0.752  -1.077  0.14



Record 2
The following is a DFT calculation (wB97M-V/def2-TZVPD) of a cluster of 2 separate species, C5H8O3 in total in a non-equilibrium geometry.

The calculation puts the maximum force at 7.86 eV/A. The HOMO energy comes out at -7.450 eV.

Last column: Löwdin charge in e.
CARTESIAN COORDINATES (ANGSTROEM)
C  0.987  0.037  0.595  -0.21
C  0.757  1.512  -0.024  -0.08
C  -0.504  0.149  -1.125  -0.27
C  -1.480  -0.970  -0.541  0.04
C  -0.539  -0.313  0.420  -0.52
H  1.423  -1.748  -1.042  0.30
H  1.293  0.065  1.561  0.10
H  0.891  2.188  0.786  0.11
H  1.701  1.639  -0.703  0.16
H  0.177  -0.326  -1.652  0.06
H  -2.400  -0.386  -0.196  0.14
H  -1.624  -2.095  -0.993  0.16
H  -0.843  -0.334  2.194  0.21
O  1.885  -1.038  0.040  -0.17
O  -0.491  1.382  -0.711  -0.05
O  -1.232  0.237  1.391  0.02



Energy above the lowest of the compared OMol25 structures with the same formula, charge and spin values (in eV) by entry order: 2.898, 10.336.